*a*
Entry from the Open Molecules 2025 dataset: one molecule with the formula C2H4OS (the ωB97M-V functional and the def2-TZVPD basis).

Each line ends with the natural charge from an NBO analysis.
Atoms and positions in Å:
O1 1.524 0.324 1.170  -0.51
C1 1.072 0.482 0.096  0.46
C2 -0.144 -0.527 -0.421  -0.60
S1 -1.680 0.553 -0.013  -0.08
H1 1.294 1.137 -0.741  0.11
H2 -0.077 -0.685 -1.575  0.24
H3 0.000 -1.283 0.315  0.24
H4 -1.990 -0.001 1.168  0.14

Summary:
* spin multiplicity: 1
* charge: 0
* SMILES: O=CCS

=====

*b*
Entry from the Open Molecules 2025 dataset: one molecule with the formula C2H4OS (the ωB97M-V functional and the def2-TZVPD basis).

Each line ends with the natural charge from an NBO analysis.
Atoms and positions in Å:
O1 -0.640 1.993 -0.237  -0.53
C1 -0.705 0.799 -0.428  0.38
C2 0.193 0.005 0.535  -0.62
S1 1.910 0.298 -0.057  0.04
H1 -1.389 0.582 -1.411  0.16
H2 -0.004 -1.126 0.650  0.23
H3 -0.073 0.439 1.488  0.26
H4 1.995 -0.609 -0.873  0.09

Summary:
* spin multiplicity: 1
* charge: 0
* SMILES: O=CCS

=====

*c*
Entry from the Open Molecules 2025 dataset: a 2-piece molecular cluster, C2H4OS overall (the ωB97M-V functional and the def2-TZVPD basis).

Each line ends with the natural charge from an NBO analysis.
Atoms and positions in Å:
C1 -0.905 0.851 -0.099  -0.61
C2 -0.784 -0.494 -0.238  0.47
O1 -1.431 -1.376 -0.782  -0.44
H1 -2.018 1.103 -0.106  0.26
H2 -0.166 1.582 0.124  0.24
S1 2.112 -0.402 -0.202  -0.21
H3 0.656 -0.819 0.182  0.13
H4 2.538 -0.445 1.122  0.16

Summary:
* spin multiplicity: 1
* charge: 0
* SMILES: C=C=O.S

=====

Most stable to least stable: *a*, *b*, *c*

=====

*a*
Entry from the Open Molecules 2025 dataset: one molecule with the formula C2H4OS (the ωB97M-V functional and the def2-TZVPD basis).

Each line ends with the natural charge from an NBO analysis.
Atoms and positions in Å:
C1 -1.049 0.072 -0.188  -0.74
C2 0.365 -0.112 0.478  0.41
O1 0.477 -0.527 1.604  -0.54
S1 1.638 0.330 -0.651  -0.02
H1 -0.853 1.073 -0.684  0.22
H2 -1.033 -0.805 -0.899  0.25
H3 -2.091 0.395 0.325  0.26
H4 2.546 -0.426 0.015  0.16

Summary:
* spin multiplicity: 1
* charge: 0
* SMILES: CC(=O)S

=====

*b*
Entry from the Open Molecules 2025 dataset: one molecule with the formula C2H4OS (the ωB97M-V functional and the def2-TZVPD basis).

Each line ends with the natural charge from an NBO analysis.
Atoms and positions in Å:
C1 1.107 -0.233 -0.068  -0.24
O1 -0.232 -0.698 0.090  -0.51
C2 -1.152 0.330 0.025  0.03
S1 -2.641 -0.348 -0.027  0.00
H1 1.366 -0.113 0.970  0.19
H2 0.705 0.773 -0.723  0.17
H3 1.688 -0.925 -0.560  0.20
H4 -0.842 1.213 0.292  0.17

Summary:
* spin multiplicity: 1
* charge: 0
* SMILES: COC=S

=====

Most stable to least stable: *a*, *b*

=====

*a*
Entry from the Open Molecules 2025 dataset: one molecule with the formula C3H4N2O (the ωB97M-V functional and the def2-TZVPD basis).

Each line ends with the natural charge from an NBO analysis.
Atoms and positions in Å:
N1 1.923 0.408 -0.485  -0.81
C1 0.580 0.180 -0.779  -0.05
C2 -0.521 0.478 -0.136  0.06
C3 -1.671 0.248 0.449  -0.24
N2 -1.841 -1.000 1.185  0.12
O1 -0.826 -1.640 1.321  -0.30
H1 2.533 -0.398 -0.575  0.39
H2 2.078 0.888 0.389  0.38
H3 0.294 -0.049 -1.804  0.23
H4 -2.548 0.885 0.434  0.22

Summary:
* spin multiplicity: 1
* charge: 0
* SMILES: NC=C=CN=O

=====

*b*
Entry from the Open Molecules 2025 dataset: one molecule with the formula C3H4N2O (the ωB97M-V functional and the def2-TZVPD basis).

Each line ends with the natural charge from an NBO analysis.
Atoms and positions in Å:
C1 1.665 -1.479 0.392  -0.12
N1 0.778 -1.286 -0.494  -0.22
N2 -0.392 -0.696 -0.237  -0.15
C2 -0.515 0.584 -0.420  -0.08
C3 -1.648 1.465 -0.004  0.38
O1 -2.444 1.300 0.980  -0.48
H1 2.457 -2.199 0.014  0.20
H2 1.561 -1.280 1.512  0.18
H3 0.278 1.236 -0.845  0.18
H4 -1.739 2.355 -0.899  0.12

Summary:
* spin multiplicity: 1
* charge: 0
* SMILES: C=N/N=C/C=O

=====

Most stable to least stable: *b*, *a*